# 1
96
Properties=species:S:1:pos:R:3 method="wB97M-V/def2-TZVPD" smiles="COC(=O)OC.COC(=O)OC.COC(=O)OC.COC(=O)OC.COC(=O)OC.COC(=O)OC.COC(=O)OC.COC(=O)OC" orbital_gap_ev=10.73 e_lumo_ha=0.009 e_homo_ev=-10.49 max_force_ev_per_a=6.0 relative_energy_kcal_mol=105.6 total_energy_ha=-2748.92900 charge=0
C 3.599 7.742 0.406
O 2.204 7.332 0.413
C 1.843 5.944 0.489
O 2.552 4.974 0.735
O 0.516 5.887 0.169
C -0.128 4.659 0.010
H 3.916 7.636 1.443
H 3.772 8.798 0.201
H 4.286 7.137 -0.186
H -1.203 4.695 -0.163
H 0.110 4.002 0.847
H 0.165 4.168 -0.918
C 4.297 4.468 -4.543
O 4.534 5.808 -4.923
C 5.484 6.546 -4.429
O 6.416 6.153 -3.689
O 5.329 7.812 -4.884
C 6.220 8.852 -4.491
H 3.407 4.177 -5.102
H 4.172 4.376 -3.464
H 5.101 3.825 -4.899
H 5.818 9.821 -4.786
H 7.217 8.802 -4.929
H 6.319 8.869 -3.405
C 1.431 0.261 -0.876
O 1.197 -1.030 -0.338
C -0.035 -1.420 -0.004
O -1.102 -0.911 -0.398
O 0.041 -2.513 0.745
C -1.198 -3.094 1.161
H 1.342 0.955 -0.040
H 0.716 0.539 -1.649
H 2.364 0.258 -1.439
H -1.569 -3.722 0.351
H -1.971 -2.346 1.341
H -1.093 -3.706 2.057
C 1.694 1.714 4.196
O 0.675 0.828 3.777
C -0.378 0.670 4.591
O -0.510 0.892 5.804
O -1.371 0.075 3.893
C -2.636 -0.277 4.417
H 2.158 1.415 5.136
H 1.338 2.735 4.333
H 2.491 1.698 3.453
H -2.508 -1.111 5.106
H -3.210 -0.786 3.643
H -3.180 0.437 5.036
C 6.156 -2.770 0.254
O 4.995 -3.503 0.527
C 4.432 -4.363 -0.292
O 4.694 -4.348 -1.515
O 3.599 -5.098 0.457
C 2.551 -5.960 -0.122
H 6.471 -2.252 1.160
H 5.954 -1.955 -0.441
H 6.956 -3.437 -0.066
H 2.158 -6.717 0.556
H 2.797 -6.391 -1.093
H 1.710 -5.299 -0.332
C -0.245 -3.940 -3.768
O -1.459 -4.477 -3.309
C -2.651 -4.317 -3.974
O -2.811 -3.845 -5.099
O -3.643 -4.888 -3.203
C -4.928 -4.962 -3.727
H -0.365 -2.882 -4.000
H -0.052 -4.330 -4.767
H 0.615 -4.160 -3.135
H -5.491 -5.751 -3.230
H -4.972 -4.994 -4.816
H -5.534 -4.061 -3.633
C -5.312 2.271 0.032
O -5.005 3.570 0.603
C -5.837 4.541 0.467
O -6.916 4.496 -0.221
O -5.406 5.609 1.146
C -6.351 6.695 1.330
H -6.327 1.875 0.007
H -4.749 1.605 0.686
H -4.940 2.126 -0.982
H -5.939 7.608 1.760
H -7.182 6.408 1.974
H -6.764 7.121 0.415
C -4.538 -7.954 1.702
O -3.140 -8.032 1.869
C -2.628 -7.969 3.126
O -3.265 -7.982 4.166
O -1.336 -7.794 2.977
C -0.490 -7.459 4.116
H -4.749 -8.136 0.648
H -4.934 -6.992 2.027
H -4.991 -8.720 2.333
H 0.554 -7.343 3.824
H -0.571 -8.355 4.731
H -0.750 -6.537 4.636

=====

# 2
102
Properties=species:S:1:pos:R:3 method="wB97M-V/def2-TZVPD" orbital_gap_ev=7.88 e_lumo_ha=-0.073 e_homo_ev=-9.88 max_force_ev_per_a=0.5 relative_energy_kcal_mol=19.9 total_energy_ha=-3832.78825 charge=+1
Na -0.046 -0.640 1.990
O -0.845 1.897 1.637
S -0.018 1.799 0.383
C 1.336 2.922 0.604
C 1.056 4.188 1.056
C 2.020 5.215 1.056
C 3.252 4.942 0.526
C 4.462 5.818 0.302
C 5.509 4.888 -0.374
C 4.850 3.530 -0.417
C 5.288 2.314 -0.859
C 4.447 1.194 -0.677
C 3.182 1.258 -0.130
P 2.391 -0.307 0.455
C 3.681 -0.954 1.594
C 4.880 -1.551 1.207
C 5.796 -1.977 2.157
C 5.534 -1.806 3.510
C 4.351 -1.207 3.911
C 3.433 -0.792 2.956
C 2.508 -1.351 -1.040
C 2.118 -0.807 -2.264
C 2.044 -1.601 -3.400
C 2.369 -2.949 -3.329
C 2.760 -3.499 -2.115
C 2.816 -2.709 -0.974
C 2.652 2.549 0.194
C 3.547 3.630 0.102
C -0.928 2.605 -0.945
C -0.317 3.595 -1.684
C -0.948 4.262 -2.753
C -2.229 3.916 -3.056
C -3.175 4.458 -4.100
C -4.461 3.603 -3.949
C -4.153 2.644 -2.825
C -4.900 1.650 -2.270
C -4.313 0.872 -1.255
C -3.040 1.064 -0.758
P -2.444 -0.171 0.473
C -3.362 0.237 2.002
C -3.145 -0.599 3.100
C -3.753 -0.348 4.320
C -4.583 0.758 4.459
C -4.803 1.594 3.375
C -4.198 1.335 2.150
C -3.295 -1.694 -0.099
C -4.421 -2.250 0.500
C -4.964 -3.436 0.015
C -4.393 -4.071 -1.078
C -3.273 -3.518 -1.687
C -2.723 -2.347 -1.192
C -2.249 2.144 -1.288
C -2.852 2.875 -2.335
H 0.043 4.406 1.377
H 1.758 6.200 1.421
H 4.831 6.207 1.252
H 4.218 6.678 -0.320
H 6.443 4.854 0.187
H 5.757 5.229 -1.380
H 6.272 2.182 -1.290
H 4.839 0.222 -0.954
H 5.102 -1.700 0.157
H 6.721 -2.441 1.838
H 6.252 -2.139 4.249
H 4.141 -1.063 4.963
H 2.518 -0.306 3.282
H 1.872 0.247 -2.331
H 1.744 -1.165 -4.344
H 2.330 -3.565 -4.219
H 3.030 -4.547 -2.055
H 3.094 -3.152 -0.027
H 0.690 3.896 -1.436
H -0.417 5.040 -3.287
H -2.745 4.370 -5.098
H -3.371 5.516 -3.930
H -4.694 3.061 -4.866
H -5.330 4.217 -3.712
H -5.908 1.433 -2.603
H -4.904 0.057 -0.854
H -2.526 -1.488 2.984
H -3.584 -1.012 5.158
H -5.054 0.966 5.412
H -5.451 2.455 3.482
H -4.371 2.001 1.315
H -4.886 -1.762 1.348
H -5.842 -3.855 0.489
H -4.822 -4.991 -1.456
H -2.833 -4.004 -2.550
H -1.838 -1.924 -1.658
C -0.715 -5.534 2.777
N -0.487 -5.662 1.350
C -0.585 -6.828 0.603
C -0.320 -6.508 -0.677
N -0.066 -5.148 -0.693
C -0.170 -4.623 0.547
S 0.070 -3.015 0.961
H -0.893 -6.522 3.191
H -1.578 -4.896 2.963
H 0.155 -5.085 3.252
H -0.829 -7.775 1.050
H -0.288 -7.119 -1.560
H 0.174 -4.584 -1.492

=====

# 3
8
Properties=species:S:1:pos:R:3 method="wB97M-V/def2-TZVPD" orbital_gap_ev="8.97 / 8.97" e_lumo_ha="-0.027 / -0.027" e_homo_ev="-9.70 / -9.70" max_force_ev_per_a=4.5 relative_energy_kcal_mol=116.6 total_energy_ha=-606.00161 charge=0
C 0.078 -0.393 -0.248
C -0.391 0.728 0.219
N -2.566 1.117 -0.181
O -4.669 -0.336 -0.153
S -3.239 -0.216 0.177
H 1.042 -0.588 0.303
H -0.526 -1.102 -0.654
H -0.151 1.771 0.334